1.
# C5H7NO

A single C5H7NO molecule (ωB97M-V/def2-TZVPD, the OMol25 dataset).

Structure (XYZ):
```
14
Properties=species:S:1:pos:R:3:forces:R:3:mulliken_charge:R:1
O 0.649 -2.020 -0.984 -0.2 0.3 0.4 -0.569
N -1.481 0.574 -0.453 0.0 -0.1 -0.1 -0.625
C 0.143 -1.175 -0.295 0.2 -0.4 -0.2 0.059
C 1.140 1.135 -0.885 0.0 0.1 -0.1 -1.105
C -0.435 -1.111 1.125 -0.2 -0.2 0.1 -0.482
C -0.812 0.343 0.812 0.1 0.1 0.4 -0.345
C -0.041 0.311 -0.471 0.4 0.0 -0.1 0.942
H -1.144 -1.855 1.489 -0.1 0.1 0.0 0.326
H -2.051 -0.210 -0.773 0.2 0.1 0.0 0.266
H 2.009 0.554 -0.548 0.0 0.3 -0.1 0.305
H 1.172 2.097 -0.369 -0.1 0.0 -0.2 0.321
H -0.843 1.162 1.523 0.1 -0.2 -0.1 0.383
H 0.442 -1.079 1.790 -0.2 -0.2 0.0 0.235
H 1.251 1.275 -1.961 -0.2 0.0 0.1 0.291
```
Positions in Å, forces in eV/Å.

Results
Maximum force: 0.6 eV/A
Frontier orbital gap: 0.378 hartree
Charge: 0
Structure (SMILES): C[C@]12N[C@H]1CC2=O
Relative energy (zero: lowest compared OMol25 entry of this formula, charge and spin): 2.306 eV
HOMO: -9.4 eV

=====

2.
# C5H7NO

A molecular structure, C5H7NO in a non-equilibrium geometry (ωB97M-V/def2-TZVPD, the OMol25 dataset).

Structure (XYZ):
```
14
Properties=species:S:1:pos:R:3:forces:R:3:mulliken_charge:R:1
O 0.076 -0.970 -0.619 -0.3 -0.2 0.2 -0.444
N 1.255 0.789 0.546 -0.4 -0.2 -0.5 -0.498
C -1.257 -0.552 -1.022 -0.6 -0.4 0.7 -0.031
C -1.051 0.826 -0.472 0.0 0.4 -0.1 -0.464
C -2.047 -0.091 0.162 -0.1 -0.2 0.5 -0.642
C 2.465 0.007 0.701 0.2 -0.1 0.0 -0.733
C 0.289 0.300 -0.077 0.3 0.4 0.1 0.677
H 2.740 -0.044 1.759 -0.1 0.0 -0.1 0.253
H -1.900 -1.157 -1.624 0.7 0.1 -1.5 0.451
H 2.403 -1.011 0.297 0.0 0.2 0.1 0.299
H 3.257 0.554 0.181 0.0 -0.2 0.1 0.266
H -1.269 1.819 -0.832 0.0 -0.1 0.0 0.356
H -3.081 0.159 -0.080 0.2 -0.2 0.1 0.278
H -1.879 -0.630 1.080 0.1 0.4 0.4 0.231
```
Positions in Å, forces in eV/Å.

Results
Maximum force: 1.7 eV/A
Frontier orbital gap: 0.382 hartree
Charge: 0
Relative energy (zero: lowest compared OMol25 entry of this formula, charge and spin): 3.040 eV
HOMO: -9.3 eV